Entry from OMol25: C20H22N2O5S in the gas phase (wB97M-V/def2-TZVPD).

The LUMO energy is 0.44 eV. The electronic energy comes out at -45149.59564 eV. The value obtained for the relative energy (zero: lowest compared OMol25 entry of this formula, charge and spin) is 38.81 kcal/mol. The value obtained for the HOMO energy is -8.45 eV.

CARTESIAN COORDINATES (ANGSTROEM)
1 O 5.096 1.169 1.086
2 C 4.126 0.601 0.632
3 N 3.116 1.321 0.049
4 C 2.053 0.899 -0.746
5 C 0.877 1.650 -0.748
6 C -0.182 1.262 -1.539
7 C -0.112 0.140 -2.341
8 C 1.064 -0.594 -2.361
9 C 2.140 -0.219 -1.577
10 H 3.058 -0.783 -1.618
11 H 1.151 -1.458 -3.002
12 H -0.959 -0.124 -2.953
13 S -1.717 2.187 -1.453
14 O -2.329 2.188 -2.750
15 O -1.441 3.440 -0.812
16 N -2.611 1.234 -0.448
17 C -2.526 1.467 0.972
18 C -3.408 2.634 1.423
19 C -4.904 2.345 1.324
20 H -5.442 3.260 1.585
21 C -5.360 1.882 -0.061
22 C -4.966 0.435 -0.361
23 H -5.680 -0.010 -1.056
24 C -3.573 0.312 -0.991
25 H -3.627 0.549 -2.054
26 H -3.208 -0.720 -0.879
27 H -5.007 -0.146 0.563
28 H -4.942 2.539 -0.825
29 H -6.449 1.964 -0.106
30 H -5.179 1.584 2.060
31 H -3.159 2.879 2.457
32 H -3.154 3.491 0.799
33 H -1.482 1.703 1.198
34 H -2.793 0.545 1.495
35 H 0.781 2.545 -0.153
36 H 3.192 2.322 0.190
37 C 3.937 -0.872 0.744
38 C 2.728 -1.404 1.176
39 C 2.563 -2.773 1.363
40 C 3.645 -3.577 1.097
41 C 4.869 -3.045 0.677
42 C 5.044 -1.696 0.506
43 H 5.988 -1.275 0.202
44 O 5.765 -4.061 0.495
45 C 5.079 -5.249 0.827
46 O 3.749 -4.935 1.187
47 H 5.583 -5.742 1.674
48 H 5.075 -5.928 -0.039
49 H 1.630 -3.189 1.704
50 H 1.900 -0.746 1.389

What are the Mulliken partial charges on each atom? They are as follows, in elementary charge units: -0.648, 0.073, -0.053, -0.200, -0.229, -0.100, -0.510, -1.042, -0.082, 0.513, 0.421, 0.518, 1.436, -0.765, -0.704, 0.309, -0.981, -0.602, -0.780, 0.358, -0.585, -0.787, 0.405, -0.703, 0.503, 0.148, 0.396, 0.315, 0.344, 0.307, 0.407, 0.327, 0.265, 0.582, 0.518, 0.264, -0.127, -0.066, -1.143, 1.031, 0.925, -0.973, 0.464, -0.488, -0.250, -0.481, 0.252, 0.242, 0.446, 0.528


Entry from OMol25: C20H22N4O in the gas phase (wB97M-V/def2-TZVPD).

The LUMO energy is -0.19 eV. The electronic energy comes out at -29102.32768 eV. The value obtained for the relative energy (zero: lowest compared OMol25 entry of this formula, charge and spin) is 98.56 kcal/mol. The value obtained for the HOMO energy is -7.60 eV.

CARTESIAN COORDINATES (ANGSTROEM)
1 O 1.667 0.831 -0.542
2 N -2.213 5.471 -2.782
3 C 0.533 0.392 -0.396
4 C 1.318 -4.064 0.156
5 C 1.766 -2.777 0.102
6 C -0.518 1.320 -0.611
7 C -0.460 2.416 -1.485
8 C -1.355 4.441 -2.609
9 C -3.155 5.587 -1.860
10 C 2.940 -6.100 2.902
11 C 3.802 -5.116 3.381
12 C 2.008 -5.787 1.920
13 C 3.773 -3.805 2.769
14 C -2.590 3.430 -0.925
15 C 2.042 -4.557 1.339
16 C -1.433 3.405 -1.684
17 C 2.791 -3.558 1.866
18 C -3.493 4.538 -0.978
19 N -3.876 6.763 -2.049
20 N 2.643 -2.432 1.116
21 N 0.211 -1.037 -0.544
22 C -4.651 4.502 0.001
23 C 3.226 -1.141 1.241
24 C -1.192 -1.449 -0.488
25 C 1.284 -1.920 -1.001
26 H 0.660 -4.546 -0.651
27 H -1.432 1.170 -0.109
28 H 0.454 2.677 -1.998
29 H -0.512 4.288 -3.254
30 H 2.853 -7.038 3.425
31 H 4.493 -5.332 4.244
32 H 1.422 -6.518 1.447
33 H 4.521 -3.081 3.097
34 H -2.683 2.830 -0.115
35 H -4.834 6.685 -1.736
36 H -3.708 7.107 -2.994
37 H -5.026 5.484 0.075
38 H -4.351 4.102 0.956
39 H -5.425 3.803 -0.467
40 H 4.198 -1.172 1.658
41 H 2.627 -0.476 1.851
42 H 3.250 -0.673 0.348
43 H -1.825 -0.711 -1.149
44 H -1.456 -2.469 -0.925
45 H -1.374 -1.423 0.547
46 H 0.881 -2.663 -1.693
47 H 2.200 -1.396 -1.394

What are the Mulliken partial charges on each atom? They are as follows, in elementary charge units: -0.594, -0.620, 0.374, -0.909, 1.257, -1.004, -0.203, -0.577, 0.613, -0.573, -0.437, -0.617, -0.641, -0.363, 0.554, 0.653, 0.341, 0.421, -0.542, 0.142, 0.378, -1.625, -1.240, -1.011, -1.750, 0.201, 0.503, 0.388, 0.369, 0.365, 0.305, 0.421, 0.256, 0.477, 0.203, 0.278, 0.423, 0.383, 0.275, 0.416, 0.283, 0.540, 0.332, 0.308, 0.363, 0.464, 0.421


Entry from OMol25: C20H22N4O3S in the gas phase (wB97M-V/def2-TZVPD).

The LUMO energy is 0.26 eV. The electronic energy comes out at -44033.54985 eV. The value obtained for the relative energy (zero: lowest compared OMol25 entry of this formula, charge and spin) is 114.51 kcal/mol. The value obtained for the HOMO energy is -8.45 eV.

CARTESIAN COORDINATES (ANGSTROEM)
1 O 0.180 0.920 -1.091
2 O 1.190 1.685 2.862
3 N 2.051 -2.294 0.360
4 O -2.216 -2.727 1.642
5 S 1.226 -2.059 2.999
6 C 0.357 1.315 0.061
7 C 1.545 0.744 2.131
8 C 1.277 -2.688 1.338
9 C 0.037 7.184 -1.438
10 C 1.563 -3.709 -3.036
11 C 0.323 -4.372 -2.835
12 C -0.001 6.888 -0.027
13 C -0.140 6.153 -2.396
14 C 2.209 -2.905 -2.060
15 C -0.122 -4.464 -1.562
16 C -0.202 5.609 0.388
17 C -0.562 4.935 -1.897
18 C 1.580 -2.973 -0.781
19 C 0.527 -3.861 -0.471
20 C -0.631 4.592 -0.540
21 N 1.084 0.513 0.843
22 N -0.270 2.408 0.537
23 N 0.415 -3.663 0.909
24 C -2.399 -1.993 0.547
25 C 2.255 -0.362 2.898
26 C -1.188 3.239 -0.181
27 C -2.122 -4.094 1.342
28 C -0.633 -4.448 1.692
29 H 0.106 8.196 -1.753
30 H 2.032 -3.628 -4.017
31 H -0.119 -4.841 -3.720
32 H 0.011 7.716 0.718
33 H 0.061 6.339 -3.433
34 H 2.971 -2.144 -2.363
35 H -1.007 -4.987 -1.411
36 H -0.208 5.503 1.469
37 H -0.773 4.338 -2.736
38 H 1.355 -0.377 0.437
39 H -0.044 2.594 1.476
40 H -3.391 -2.209 0.185
41 H -2.529 -0.961 0.967
42 H -1.570 -2.041 -0.292
43 H 2.295 -0.157 4.009
44 H 3.228 -0.449 2.426
45 H -1.421 2.777 -1.191
46 H -2.191 3.307 0.349
47 H -2.838 -4.566 1.984
48 H -2.372 -4.272 0.241
49 H -0.417 -4.171 2.740
50 H -0.513 -5.542 1.679

What are the Mulliken partial charges on each atom? They are as follows, in elementary charge units: -0.728, -0.681, -0.808, -0.370, -0.149, 0.701, 0.848, 0.537, -0.317, -0.294, -0.953, -0.579, -0.833, -0.807, -0.591, -0.293, -0.283, 0.785, 0.439, 0.716, 0.097, -0.029, 0.243, -0.570, -0.746, -0.882, -0.394, -0.979, 0.385, 0.325, 0.395, 0.312, 0.399, 0.343, 0.438, 0.307, 0.281, -0.093, 0.178, 0.455, 0.148, 0.190, 0.338, 0.369, 0.362, 0.302, 0.427, 0.305, 0.391, 0.363


Entry from OMol25: a molecular structure, C20H22N4O5PdS (wB97M-V/def2-TZVPD).

The LUMO energy is 4.77 eV. The electronic energy comes out at -51609.36696 eV. The value obtained for the relative energy (zero: lowest compared OMol25 entry of this formula, charge and spin) is 30.09 kcal/mol. The value obtained for the HOMO energy is 0.24 eV. As for the net charge: -2.

CARTESIAN COORDINATES (ANGSTROEM)
1 Pd -0.756 -0.322 -2.172
2 C 4.769 1.745 2.861
3 C 4.112 0.698 1.999
4 C 4.324 -0.656 2.233
5 C 3.723 -1.620 1.430
6 C 2.916 -1.227 0.379
7 C 2.686 0.123 0.132
8 C 3.280 1.074 0.942
9 S 2.076 -2.417 -0.666
10 O 2.355 -3.722 -0.070
11 O 2.595 -2.210 -1.998
12 N 0.570 -1.966 -0.624
13 C -0.265 -2.212 0.416
14 C 0.015 -2.953 1.591
15 C -0.955 -3.045 2.565
16 C -2.191 -2.427 2.396
17 C -2.384 -1.729 1.210
18 N -1.470 -1.630 0.262
19 H 5.064 1.335 3.829
20 H 4.095 2.585 3.038
21 H 5.667 2.144 2.381
22 H 4.952 -0.967 3.062
23 H 3.871 -2.676 1.618
24 H 2.017 0.451 -0.655
25 H 3.052 2.115 0.743
26 H 0.971 -3.442 1.710
27 H -0.738 -3.604 3.472
28 H -2.970 -2.473 3.147
29 H -3.314 -1.202 1.010
30 C -4.188 2.787 1.100
31 N -2.815 2.765 0.660
32 C -1.925 3.725 1.040
33 C -0.655 3.689 0.623
34 C -0.218 2.586 -0.254
35 O 0.965 2.549 -0.617
36 N -1.138 1.651 -0.609
37 C -2.415 1.694 -0.188
38 O -3.297 0.881 -0.471
39 H -4.360 3.702 1.669
40 H -4.417 1.922 1.727
41 H -4.866 2.753 0.246
42 H -2.317 4.499 1.692
43 H 0.071 4.436 0.911
44 C -3.340 -1.172 -3.746
45 O -2.191 -1.114 -4.584
46 C -1.053 -0.673 -3.972
47 C 0.028 -0.712 -5.032
48 H -3.448 -2.182 -3.343
49 H -4.206 -0.928 -4.371
50 H -3.230 -0.469 -2.916
51 H -0.357 -0.976 -6.029
52 H 0.777 -1.438 -4.709
53 H 0.529 0.255 -5.065

What are the Mulliken partial charges on each atom? They are as follows, in elementary charge units: -0.432, -1.444, 1.045, -0.518, -0.389, -0.060, -0.576, -0.855, 1.171, -0.737, -0.754, -0.262, 0.457, -0.645, -0.393, -0.709, -0.346, 0.093, 0.353, 0.334, 0.280, 0.279, 0.435, 0.500, 0.428, 0.346, 0.342, 0.352, 0.410, -0.936, 0.249, 0.150, -0.960, 0.324, -0.709, 0.162, 0.106, -0.611, 0.299, 0.257, 0.267, 0.219, 0.369, -0.379, -0.120, 0.482, -1.007, 0.233, 0.239, -0.028, 0.353, 0.150, 0.187


Entry from OMol25: a molecular structure, C20H22N4PdS3 (wB97M-V/def2-TZVPD).

The LUMO energy (spin up / spin down) is -8.40 / -8.40 eV. The electronic energy comes out at -63024.98704 eV. The value obtained for the relative energy (zero: lowest compared OMol25 entry of this formula, charge and spin) is 82.98 kcal/mol. The value obtained for the HOMO energy (spin up / spin down) is -14.35 / -14.35 eV. As for the net charge: +2.

CARTESIAN COORDINATES (ANGSTROEM)
1 Pd -0.233 -0.189 -0.139
2 S -0.833 -2.509 -0.069
3 C -0.132 -1.511 -3.116
4 N 0.352 -0.472 -2.494
5 C 1.519 -0.050 -3.116
6 C 2.287 1.083 -2.820
7 C 3.408 1.356 -3.571
8 C 3.796 0.533 -4.635
9 C 3.043 -0.570 -4.971
10 C 1.911 -0.846 -4.212
11 S 0.767 -2.110 -4.469
12 H 1.983 1.765 -2.047
13 H 4.002 2.228 -3.339
14 H 4.675 0.783 -5.210
15 H 3.310 -1.200 -5.807
16 C -3.681 -4.187 -2.319
17 N -2.997 -3.590 -1.171
18 C -3.495 -3.841 0.073
19 C -3.237 -3.062 1.134
20 N -2.387 -2.020 1.073
21 C -1.960 -2.789 -1.349
22 S -1.728 -2.254 -2.995
23 C -2.211 -1.100 2.092
24 C -2.975 -1.110 3.266
25 C -2.722 -0.166 4.242
26 C -1.721 0.771 4.034
27 C -1.044 0.743 2.831
28 N -1.292 -0.162 1.886
29 H -4.286 -5.023 -1.982
30 H -2.955 -4.545 -3.047
31 H -4.337 -3.461 -2.804
32 H -4.184 -4.663 0.165
33 H -3.773 -3.292 2.049
34 H -3.755 -1.842 3.402
35 H -3.300 -0.165 5.156
36 H -1.474 1.511 4.778
37 H -0.279 1.471 2.616
38 C 0.897 3.394 1.664
39 C 1.771 2.150 1.464
40 C 3.242 2.577 1.261
41 C 1.344 1.339 0.288
42 H 1.021 3.799 2.667
43 H -0.160 3.183 1.500
44 H 1.190 4.171 0.959
45 H 1.774 1.531 2.372
46 H 3.346 3.159 0.346
47 H 3.906 1.715 1.211
48 H 3.548 3.200 2.099
49 H 2.121 0.663 -0.082
50 H 0.843 1.955 -0.466

What are the Mulliken partial charges on each atom? They are as follows, in elementary charge units: -0.053, -0.069, 0.529, -0.331, -0.198, -0.134, -0.827, -0.542, -0.637, 1.013, -0.140, 0.463, 0.432, 0.416, 0.422, -1.063, 0.030, -0.699, 0.150, -0.004, 0.691, -0.134, 0.999, -0.680, -0.642, -1.020, -0.408, 0.063, 0.326, 0.432, 0.408, 0.412, 0.360, 0.243, 0.452, 0.467, 0.567, -1.708, 1.069, -1.683, -1.299, 0.360, 0.500, 0.475, 0.332, 0.347, 0.438, 0.424, 0.756, 0.698


Which of these has the lowest electronic energy?
C20H22N4PdS3


Among the records above, which one has the highest relative energy (zero: lowest compared OMol25 entry of this formula, charge and spin)?
C20H22N4O3S


Which formula does entry 1 have?
C20H22N2O5S